2 unconnected molecules or ions with the total composition C6H13P in a non-equilibrium geometry. Source: OMol25; level of theory: ωB97M-V/def2-TZVPD.

```
20
Properties=species:S:1:pos:R:3:forces:R:3:nbo_charge:R:1
C -1.37806 -1.54088 1.29916 0.0 0.8 -3.5 -0.875
P -0.60745 -1.68131 -0.62209 0.7 0.8 2.0 0.550
C 1.00445 -1.07644 -0.61341 -1.0 -0.4 2.5 -0.336
C 1.91397 -0.59136 0.56317 -1.2 -0.6 -0.4 -0.666
C 1.69313 -1.06048 -1.86745 1.3 0.6 -3.2 -0.682
H -0.81230 -0.78439 1.84442 -0.9 0.5 -0.1 0.220
H -2.50872 -1.49802 1.07888 1.9 0.4 0.9 0.235
H -1.10402 -2.44299 1.74092 0.1 -1.8 0.7 0.214
H 2.66121 -1.35335 0.89765 -1.3 0.0 0.2 0.233
H 2.62953 0.16173 0.29269 -0.1 0.9 -0.8 0.215
H 1.21907 -0.15230 1.29539 0.8 -0.5 0.4 0.222
H 2.74679 -1.25471 -1.77603 0.7 -0.9 0.5 0.216
H 1.85048 -0.04409 -2.30368 -0.9 -0.2 0.3 0.227
H 1.31789 -1.72229 -2.67235 -0.1 0.4 0.5 0.229
C -1.20112 2.37919 -0.17746 -0.6 0.8 -0.3 -0.383
C -2.32872 2.75780 0.42923 1.5 -0.6 -0.6 -0.382
H -0.52493 2.90407 -0.86720 -0.7 0.0 0.3 0.197
H -1.02006 1.35423 0.01442 1.0 -0.9 0.0 0.187
H -2.66424 1.99731 1.08362 -1.0 -0.4 0.6 0.185
H -2.88690 3.64827 0.36012 -0.2 1.1 -0.1 0.193
```
Forces are in eV/Å.

Values from the calculation:
**Frontier orbital gap**: 0.3350 Eh
**Relative energy (zero: lowest compared OMol25 entry of this formula, charge and spin)**: 2.679 eV
**Net charge**: 0

=====

A molecular structure, C23H36CoP2 in a non-equilibrium geometry. Source: OMol25; level of theory: ωB97M-V/def2-TZVPD.

```
62
Properties=species:S:1:pos:R:3:forces:R:3:nbo_charge:R:1
P 3.93743 -0.38596 -1.09611 1.2 -3.1 -1.8 1.060
P 1.30230 -1.51345 -0.57376 -1.1 -5.5 -1.0 1.011
C 3.85262 -2.27643 -1.18800 0.4 0.6 -0.4 -0.727
C 2.45126 -2.59623 -1.64858 -0.3 0.5 0.4 -0.708
H 4.10485 -2.66559 -0.18570 -0.2 0.0 -0.3 0.225
H 4.62151 -2.59091 -1.89795 0.0 -0.3 0.1 0.213
H 2.28828 -2.31972 -2.70054 0.2 -0.1 0.2 0.218
H 2.19037 -3.64604 -1.52650 -0.1 0.0 -0.1 0.224
C 1.08586 -2.80575 0.75603 0.1 0.3 0.2 -0.941
H 0.02263 -2.89407 1.02898 0.5 0.0 0.0 0.248
H 1.67730 -2.49692 1.63181 -0.3 -0.4 -0.1 0.235
H 1.43677 -3.77733 0.36991 -0.1 0.4 0.3 0.227
C -0.21422 -1.81898 -1.50520 -0.5 0.4 0.0 -0.971
H -0.18083 -2.79443 -1.99871 0.0 0.2 0.0 0.231
H -0.33067 -1.00844 -2.22914 -0.2 -0.2 -0.1 0.240
H -1.06193 -1.80137 -0.81593 -0.1 0.1 -0.2 0.260
C 5.76222 -0.32735 -1.11683 0.7 0.6 0.5 -0.946
H 6.20761 0.35579 -0.39507 0.0 0.1 0.0 0.248
H 6.07015 -0.02789 -2.12517 0.0 0.1 0.3 0.238
H 6.18245 -1.32477 -0.94897 -0.2 0.2 0.1 0.242
C 3.73406 -0.01956 -2.88489 0.0 0.2 0.2 -0.952
H 2.68618 -0.00816 -3.19499 0.2 0.1 -0.1 0.237
H 4.29380 -0.79615 -3.41065 -0.1 0.2 -0.2 0.227
H 4.20046 0.95747 -3.04760 -0.2 -0.1 -0.2 0.243
Co 2.18911 0.20583 -0.26712 1.3 4.9 1.7 0.391
C -3.54852 -2.60526 0.83883 -0.9 -0.5 -0.1 -0.189
C -2.70607 -2.24446 1.81687 0.5 -0.6 -0.1 -0.190
C -1.77431 -1.08174 1.96363 -0.7 0.9 0.8 -0.442
C -2.15041 0.33122 1.52776 0.4 0.7 0.8 -0.493
C -2.94830 0.63304 0.32806 -1.3 1.8 3.1 -0.162
C -2.99778 -0.01338 -0.86797 0.6 -1.5 -3.0 -0.168
C -3.91055 -1.13875 -1.19925 -0.8 -0.3 0.3 -0.447
C -4.57842 -1.80818 0.05188 0.8 0.1 -1.4 -0.446
C 3.31037 1.92561 -0.19861 0.1 0.4 0.0 -0.955
H -3.57703 -3.68465 0.57340 -0.6 0.4 1.1 0.193
H -2.57832 -2.98342 2.62604 0.8 -0.3 -0.9 0.197
H -0.79437 -1.25529 1.51246 -0.3 -0.6 -0.1 0.212
H -1.55219 -1.03204 3.03452 0.2 0.2 0.0 0.213
H -2.53102 0.87037 2.40908 -0.3 -0.1 -0.5 0.214
H -1.20249 0.83936 1.31288 0.1 -0.2 0.3 0.273
H -3.61914 1.49439 0.47774 0.1 -0.1 -0.1 0.191
H -2.44242 0.41016 -1.71163 0.1 -0.2 0.0 0.181
H -3.39366 -1.95145 -1.74983 -0.1 0.4 0.1 0.204
H -4.68316 -0.74904 -1.88075 -0.1 -0.2 0.0 0.211
H -5.17197 -1.09837 0.66319 0.7 -0.3 -0.2 0.223
H -5.29586 -2.54725 -0.35143 0.2 0.3 0.3 0.211
H 2.70119 2.68587 -0.71075 0.1 -0.3 0.4 0.226
H 4.31628 2.05695 -0.62913 0.0 -0.2 0.3 0.172
H 3.32770 2.09085 0.89425 0.2 0.3 -0.6 0.230
C 0.91468 1.34714 0.43192 -2.9 3.6 1.7 -0.360
C 0.27583 2.33672 0.89332 2.7 -3.1 -1.3 -0.189
C -0.64181 3.30162 1.35916 -1.1 1.0 0.6 -0.103
C -1.18695 3.27758 2.67801 0.3 -0.2 -0.7 -0.191
C -2.41209 3.89018 2.93778 0.4 0.1 -0.2 -0.226
C -3.05063 4.58759 1.90750 -0.1 0.3 0.0 -0.231
C -2.41203 4.83607 0.68497 0.4 -0.1 0.4 -0.222
C -1.18133 4.23355 0.43667 0.0 -0.5 0.2 -0.181
H -0.64008 2.72989 3.45193 -0.4 0.0 -0.3 0.217
H -2.85560 3.81786 3.94024 0.1 0.0 -0.6 0.216
H -4.04457 4.98200 2.07656 0.0 0.1 0.0 0.208
H -2.84923 5.49603 -0.07158 0.0 -0.3 0.4 0.216
H -0.62528 4.39563 -0.48703 -0.4 -0.1 0.1 0.216
```
Forces are in eV/Å.

Values from the calculation:
**⟨S²⟩**: 3.771
**2S+1**: 4
**Frontier orbital gap (spin up / spin down)**: 0.2505 / 0.2729 Eh
**Relative energy (zero: lowest compared OMol25 entry of this formula, charge and spin)**: 0.000 eV
**Net charge**: 0

=====

A molecular structure, C19H10Cl4MnN3O4 in a non-equilibrium geometry. Source: OMol25; level of theory: ωB97M-V/def2-TZVPD.

```
41
Properties=species:S:1:pos:R:3:forces:R:3:nbo_charge:R:1
Mn 0.01608 0.85475 -0.23146 1.2 0.9 1.4 1.612
O 3.20126 -0.36687 -2.76745 -0.2 0.1 -0.2 -0.676
C 3.95371 -0.75221 -1.72961 0.0 -0.1 0.4 0.457
C 5.33897 -0.79370 -1.90202 -0.1 0.0 -0.1 -0.306
C 6.16333 -1.16106 -0.86114 -0.2 0.0 -0.1 -0.144
C 5.62419 -1.50933 0.37415 0.0 -0.1 0.2 -0.264
C 4.26337 -1.48344 0.56003 0.0 0.0 -0.2 -0.106
C 3.40310 -1.10212 -0.47925 0.2 0.1 -0.3 -0.274
C 1.99243 -0.92434 -0.20446 -0.8 -0.1 0.9 0.644
O 1.17742 -0.41859 -1.09459 0.2 -0.2 -0.8 -0.777
N 1.51483 -1.26724 0.99651 1.2 -0.7 0.6 -0.391
N 0.33171 -0.73707 1.17007 -1.7 0.2 -0.5 -0.268
C -0.69867 -1.08517 1.87321 2.1 -0.2 0.0 -0.013
C -1.89383 -0.40973 1.44172 -0.9 0.6 -0.7 0.219
C -3.05548 -0.25161 2.20208 0.6 -0.2 -0.3 -0.220
C -4.15295 0.36457 1.64274 0.1 0.2 -0.5 -0.114
C -4.09739 0.77650 0.31240 -0.1 -0.1 0.2 -0.251
C -2.91540 0.61350 -0.38116 0.0 0.0 -0.1 0.080
N -1.82334 0.06277 0.15291 -1.2 -0.2 0.5 -0.520
H 2.27171 -0.28455 -2.46357 0.3 0.0 0.0 0.507
H 5.73079 -0.51827 -2.86795 0.1 0.0 -0.1 0.225
H 7.23389 -1.17253 -1.00013 0.1 0.0 -0.1 0.216
H 6.27422 -1.79548 1.18456 0.1 0.0 0.1 0.217
H 3.82822 -1.73372 1.51228 -0.1 0.0 0.1 0.238
H -0.69643 -1.87218 2.61846 0.0 -0.1 0.1 0.208
H -3.06573 -0.57727 3.22975 0.0 -0.1 0.1 0.237
H -5.03959 0.54074 2.22979 -0.1 0.0 0.1 0.231
H -4.95232 1.22306 -0.17152 0.0 0.0 0.0 0.236
H -2.82659 0.91679 -1.42201 -0.1 0.1 0.2 0.208
Cl 1.02154 4.25330 5.32036 -0.1 0.2 0.3 0.043
C 1.24376 3.58562 3.75883 0.5 0.0 -0.3 -0.107
C 2.53519 3.36272 3.27415 -0.5 0.1 0.2 -0.097
Cl 3.88181 3.77056 4.25155 0.3 0.1 0.1 0.046
C 2.74142 2.78008 2.02292 -0.6 -0.3 -0.4 -0.143
Cl 4.32297 2.45760 1.43877 0.1 -0.1 -0.2 0.042
C 1.63739 2.37459 1.26883 -1.0 1.3 2.3 0.314
O 1.65998 1.71717 0.15275 0.0 -1.0 -1.9 -0.718
C 0.30879 2.61643 1.76316 2.5 0.5 0.8 0.227
O -0.62608 2.13575 0.99380 -1.6 -0.6 -1.2 -0.725
C 0.12884 3.23856 2.99546 0.1 -0.4 -0.5 -0.116
Cl -1.46251 3.47226 3.59633 -0.3 0.0 0.0 0.023
```
Forces are in eV/Å.

Values from the calculation:
**⟨S²⟩**: 6.051
**2S+1**: 5
**Frontier orbital gap (spin up / spin down)**: 0.2248 / 0.2187 Eh
**Net charge**: 0

=====

A molecular structure, C27H36N6O3Re. Source: OMol25; level of theory: ωB97M-V/def2-TZVPD.

```
73
Properties=species:S:1:pos:R:3:forces:R:3:mulliken_spin:R:1
Re -1.57664 -0.12106 0.58861 -0.6 0.2 0.1 0.983
C -4.18189 1.10530 0.38421 0.0 -0.2 0.1 0.021
C -4.44763 2.19335 1.13876 -0.1 -0.2 0.0 0.021
C -3.35484 3.14129 1.01941 0.2 0.1 -0.1 -0.009
C -2.41836 2.63998 0.18937 0.1 0.0 0.1 0.034
C -2.83630 1.27896 -0.25082 -0.2 0.3 -0.3 -0.079
H -4.85976 0.28477 0.19832 0.0 0.0 0.0 -0.005
H -5.35861 2.36858 1.69218 0.0 0.0 0.0 -0.001
H -3.33202 4.11092 1.49318 0.0 0.0 0.0 -0.001
H -1.49258 3.10560 -0.10568 0.0 0.0 0.0 0.006
H -2.82864 1.15111 -1.34122 0.0 0.0 0.0 -0.001
N -2.82796 -1.10818 2.13046 0.0 0.0 0.0 -0.006
C -3.09038 -2.49149 1.64563 0.0 -0.1 -0.1 0.015
C -3.59280 -2.40748 0.21096 0.1 0.0 0.1 -0.020
N -2.67139 -1.54564 -0.59431 0.0 0.1 -0.1 0.004
H -2.43720 -1.11892 3.06962 0.0 0.0 0.0 0.007
H -3.70097 -0.58206 2.19900 0.0 0.0 0.0 -0.001
H -3.81147 -3.00637 2.28050 0.0 0.0 0.0 0.002
H -2.14815 -3.04189 1.69021 0.0 0.0 0.0 0.003
H -4.58862 -1.96552 0.18524 0.0 0.0 0.0 -0.002
H -3.66283 -3.39838 -0.23466 0.0 0.0 0.0 -0.002
H -3.20670 -1.08766 -1.33197 0.0 0.0 0.0 0.006
H -1.96443 -2.08693 -1.10771 0.0 0.0 0.1 -0.007
C 1.77031 -1.70772 2.76484 0.0 -0.1 0.0 -0.002
N 1.47299 -0.46090 3.45868 -0.1 0.1 0.0 0.000
C 2.58869 0.10062 4.22453 0.0 0.0 0.0 0.000
C 0.38574 0.24683 3.15037 0.0 0.1 0.0 0.004
O -0.24856 -0.05614 2.06146 0.2 -0.3 0.3 0.089
N -0.06017 1.23527 3.92486 0.0 -0.1 0.0 0.001
C 0.16065 1.28726 5.36980 0.0 0.0 0.0 0.000
C -0.97488 2.23637 3.39073 0.0 0.1 0.0 0.018
H 2.31436 -2.35619 3.44894 0.0 0.0 0.0 0.000
H 2.39058 -1.52335 1.88537 0.0 0.0 0.0 0.000
H 0.85395 -2.21030 2.46756 0.0 0.0 0.0 0.004
H 3.50598 -0.11510 3.67774 0.0 0.0 0.0 0.000
H 2.65995 -0.34283 5.21694 0.0 0.0 0.0 0.000
H 2.48652 1.17825 4.30375 0.0 0.0 0.0 0.000
H 0.57981 0.35244 5.72725 0.0 0.0 0.0 0.000
H -0.80619 1.43884 5.84982 0.0 0.0 0.0 0.000
H 0.81753 2.11267 5.64265 0.0 0.0 0.0 0.000
H -0.80224 2.36487 2.32702 0.0 0.0 0.0 -0.005
H -0.76754 3.18224 3.88909 0.0 0.0 0.0 0.000
H -2.01764 1.96849 3.57945 0.0 0.0 0.0 0.000
O 0.74729 2.08497 0.41515 0.0 0.0 0.0 -0.005
C 0.84889 1.24495 -0.45292 0.1 0.1 0.2 -0.011
N 1.80040 1.07853 -1.38139 -0.1 0.1 0.0 -0.004
C 1.54462 -0.00539 -2.32667 0.1 -0.1 0.0 -0.007
C 0.31932 -0.63956 -1.66442 -0.2 -0.1 -0.1 0.009
O -0.23750 -1.66180 -1.97534 0.1 0.0 0.0 -0.009
N -0.10624 0.18884 -0.61157 0.2 0.0 -0.1 -0.053
C 1.09336 0.49804 -3.69405 -0.1 0.0 -0.1 0.000
C 0.88936 1.84949 -3.94608 0.0 -0.1 0.0 0.001
C 0.45054 2.26566 -5.19652 0.0 0.0 -0.1 0.000
C 0.19886 1.33486 -6.19136 0.0 0.0 0.0 0.000
C 0.38953 -0.01833 -5.93653 0.0 0.0 0.0 0.000
C 0.83526 -0.43714 -4.69601 0.0 0.0 0.0 0.001
C 2.72536 -0.96706 -2.36241 0.0 0.0 0.1 0.000
C 3.70176 -0.87158 -3.34391 0.0 0.0 0.0 0.000
C 4.82253 -1.69058 -3.29089 0.0 0.0 0.0 0.000
C 4.96936 -2.61072 -2.26625 0.0 0.0 0.0 0.000
C 3.99043 -2.71587 -1.28635 0.0 0.0 0.0 0.000
C 2.87862 -1.89359 -1.33391 0.0 0.0 0.0 0.000
H 2.55007 1.74367 -1.49195 0.0 0.0 0.0 0.000
H 1.07893 2.59514 -3.18541 0.0 0.0 0.0 0.000
H 0.31118 3.32050 -5.38966 0.0 0.0 0.0 0.000
H -0.13688 1.65925 -7.16648 0.0 0.0 0.0 0.000
H 0.19944 -0.74854 -6.71099 0.0 0.0 0.0 0.000
H 0.99701 -1.49088 -4.50920 0.0 0.0 0.0 0.000
H 3.59305 -0.16427 -4.15552 0.0 0.0 0.0 0.000
H 5.57919 -1.60810 -4.05875 0.0 0.0 0.0 0.000
H 5.83926 -3.25210 -2.23390 0.0 0.0 0.0 0.000
H 4.09529 -3.44602 -0.49460 0.0 0.0 0.0 0.000
H 2.11204 -1.99227 -0.57227 0.0 0.0 0.0 0.002
```
Forces are in eV/Å.

Values from the calculation:
**⟨S²⟩**: 0.757
**2S+1**: 2
**Frontier orbital gap (spin up / spin down)**: 0.2183 / 0.2315 Eh
**Relative energy (zero: lowest compared OMol25 entry of this formula, charge and spin)**: 2.593 eV
**Net charge**: +2